1.
The following is a quantum chemistry calculation of a 2-piece molecular cluster, C28H25Cl2N2O overall at a distorted geometry, from OMol25.

Last column: Löwdin charge in e.
Geometry (Å):
Cl (6.53, 0.93, 1.01)  0.7624
C (5.01, 0.64, 1.72)  -0.6491
C (4.93, 0.11, 3.02)  -0.0712
C (3.68, -0.11, 3.60)  0.0017
C (2.47, 0.17, 2.91)  -0.2022
C (1.20, -0.07, 3.54)  0.0504
C (-0.05, 0.08, 2.93)  -0.0794
C (-1.24, 0.24, 3.63)  0.0206
C (-2.48, 0.64, 3.00)  -0.2046
C (-3.45, 1.46, 3.64)  0.0063
C (-4.58, 1.91, 2.96)  -0.0728
C (-4.80, 1.51, 1.63)  -0.6504
Cl (-6.20, 2.01, 0.80)  0.7549
C (-3.88, 0.67, 0.98)  -0.0622
C (-2.74, 0.24, 1.66)  -0.0054
C (2.59, 0.68, 1.58)  0.0096
C (3.84, 0.91, 1.00)  -0.0695
H (5.85, -0.12, 3.56)  0.1181
H (3.62, -0.55, 4.60)  0.1250
H (1.20, -0.31, 4.61)  0.1384
H (-0.08, 0.09, 1.84)  0.1116
H (-1.21, 0.22, 4.73)  0.1406
H (-3.25, 1.81, 4.66)  0.1256
H (-5.30, 2.57, 3.44)  0.1166
H (-4.05, 0.36, -0.05)  0.1197
H (-2.01, -0.39, 1.15)  0.0992
H (1.68, 0.88, 1.01)  0.1166
H (3.91, 1.29, -0.02)  0.1175
H (-1.71, -1.88, 4.21)  0.0795
C (-1.93, -2.98, 4.38)  -0.1633
H (-0.95, -3.50, 4.28)  0.1198
C (-2.46, -3.24, 5.75)  -0.0675
C (-3.71, -3.68, 5.99)  -0.0705
N (-4.54, -4.07, 4.97)  -0.0602
C (-5.94, -4.35, 5.25)  -0.2212
C (-6.78, -3.28, 5.60)  -0.0113
C (-8.13, -3.51, 5.84)  -0.0387
C (-8.64, -4.81, 5.82)  -0.2713
C (-10.10, -5.02, 6.13)  -0.0525
C (-7.79, -5.88, 5.52)  -0.0284
C (-6.45, -5.65, 5.19)  -0.0023
C (-4.07, -4.06, 3.67)  0.0361
C (-2.89, -3.49, 3.35)  -0.1306
C (-2.59, -3.44, 1.89)  -0.5010
N (-1.38, -2.88, 1.51)  0.1514
O (-3.40, -3.83, 1.06)  0.0372
H (-1.78, -3.10, 6.60)  0.1002
H (-4.14, -3.79, 6.99)  0.1389
H (-6.36, -2.27, 5.65)  0.1194
H (-8.79, -2.67, 6.05)  0.1192
H (-10.36, -6.09, 6.15)  0.0780
H (-10.36, -4.59, 7.11)  0.0868
H (-10.74, -4.52, 5.39)  0.0884
H (-8.18, -6.90, 5.55)  0.1165
H (-5.79, -6.48, 4.91)  0.1229
H (-4.79, -4.47, 2.95)  0.1574
H (-0.59, -2.87, 2.15)  0.0844
H (-1.13, -3.07, 0.55)  0.1146

Calculated values
Net charge: +1
HOMO-LUMO gap, hartree: 0.1503
Electronic energy, eV: -59507.0100
Energy above the lowest of the compared OMol25 structures with the same formula, charge and spin, eV: 1.1722
HOMO level, eV: -9.81
Lowest unoccupied orbital energy, eV: -5.722


2.
The following is a quantum chemistry calculation of a 8-piece molecular cluster, C38H73N9O12P overall at a distorted geometry, from OMol25.

Last column: Löwdin charge in e.
Geometry (Å):
C (1.79, -1.20, 0.94)  -0.0817
C (1.32, -0.47, -0.40)  -0.1582
C (1.34, 1.10, -0.38)  -0.0071
C (0.91, 1.95, -1.61)  -0.0437
C (0.48, 1.16, -2.90)  -0.0612
C (0.47, -0.41, -2.91)  -0.0335
C (0.86, -1.27, -1.65)  -0.1354
C (0.77, -2.88, -1.74)  -0.1085
C (-0.01, -3.52, -0.48)  -0.0722
C (0.82, -4.32, 0.60)  0.1133
C (0.11, -4.91, 1.85)  -0.0297
C (0.98, -5.70, 2.92)  -0.1718
C (2.26, -6.45, 2.31)  -0.1739
C (3.58, -5.54, 2.17)  -0.2584
N (3.41, -4.13, 2.66)  -0.0053
C (-1.43, -4.66, 1.95)  -0.0106
C (-2.19, -5.22, 3.26)  -0.0989
O (-2.72, -4.03, 3.93)  -0.2072
O (-2.75, -4.22, 5.28)  -0.0276
N (-2.21, -3.95, 0.93)  -0.0667
P (-3.95, -3.70, 0.99)  0.6998
O (-4.36, -2.50, 1.90)  -0.3078
O (-4.62, -3.37, -0.56)  -0.1637
O (-4.83, -5.05, 1.59)  -0.1746
C (-1.53, -3.40, -0.25)  0.0555
H (2.51, -2.05, 0.62)  0.0705
H (0.89, -1.74, 1.41)  0.0761
H (2.26, -0.50, 1.71)  0.0899
H (1.69, 1.62, 0.58)  0.0838
H (0.92, 3.09, -1.55)  0.0712
H (0.18, 1.80, -3.80)  0.0833
H (0.16, -0.91, -3.88)  0.0860
H (0.13, -3.08, -2.68)  0.1244
H (1.78, -3.38, -1.94)  0.1109
H (1.94, -4.40, 0.37)  0.0960
H (0.34, -6.52, 3.42)  0.1136
H (1.23, -4.96, 3.76)  0.1302
H (2.51, -7.31, 3.04)  0.1160
H (1.94, -6.98, 1.34)  0.1201
H (4.53, -6.05, 2.59)  0.1157
H (3.78, -5.45, 1.03)  0.0817
H (4.13, -3.97, 3.39)  0.0675
H (3.68, -3.49, 1.89)  0.0577
H (-2.99, -5.99, 3.03)  0.1256
H (-1.47, -5.70, 4.02)  0.1281
H (-2.86, -3.31, 5.65)  0.1443
H (-5.01, -2.47, -0.50)  0.0975
H (-5.71, -4.76, 1.92)  0.1167
H (-2.16, -2.85, -1.03)  0.1453
C (2.09, 4.72, 2.70)  -0.0112
C (2.01, 4.61, 1.20)  -0.5477
O (2.73, 3.83, 0.57)  0.0025
N (1.11, 5.39, 0.55)  0.0135
C (0.19, 6.35, 1.11)  -0.0692
H (2.85, 4.04, 3.07)  0.0834
H (2.37, 5.74, 2.98)  0.0871
H (1.13, 4.46, 3.15)  0.0854
H (1.12, 5.26, -0.45)  0.1288
H (-0.82, 6.06, 0.84)  0.0582
H (0.41, 7.33, 0.67)  0.0879
H (0.27, 6.42, 2.19)  0.0775
C (-2.21, 4.38, -1.87)  -0.0071
C (-2.99, 5.61, -1.48)  -0.5286
O (-2.66, 6.32, -0.54)  0.0102
N (-4.09, 5.92, -2.21)  0.0136
C (-4.64, 5.21, -3.35)  -0.0723
H (-1.36, 4.26, -1.19)  0.0604
H (-2.85, 3.49, -1.78)  0.0897
H (-1.84, 4.47, -2.89)  0.0896
H (-4.56, 6.76, -1.90)  0.1446
H (-4.66, 5.89, -4.20)  0.0891
H (-5.67, 4.91, -3.11)  0.0855
H (-4.06, 4.32, -3.60)  0.0735
C (-2.59, 9.44, -0.22)  -0.0113
C (-1.51, 10.42, -0.59)  -0.5457
O (-1.12, 10.56, -1.74)  0.0127
N (-0.95, 11.15, 0.42)  0.0016
C (-1.27, 11.13, 1.83)  -0.0796
H (-2.94, 8.93, -1.12)  0.0713
H (-2.20, 8.69, 0.47)  0.0695
H (-3.44, 9.97, 0.22)  0.0916
H (-0.23, 11.79, 0.10)  0.1399
H (-1.58, 12.13, 2.13)  0.0836
H (-0.36, 10.86, 2.38)  0.0815
H (-2.05, 10.41, 2.06)  0.0757
C (-4.18, -9.88, -1.65)  -0.0103
C (-3.98, -8.40, -1.44)  -0.5519
O (-3.52, -7.68, -2.31)  0.0244
N (-4.35, -7.87, -0.24)  0.0000
C (-4.91, -8.56, 0.90)  -0.0786
H (-3.84, -10.15, -2.65)  0.0867
H (-3.58, -10.44, -0.93)  0.0858
H (-5.23, -10.14, -1.56)  0.0879
H (-4.19, -6.88, -0.18)  0.1041
H (-5.88, -8.11, 1.13)  0.0833
H (-4.24, -8.41, 1.75)  0.0760
H (-5.04, -9.62, 0.72)  0.0780
C (7.33, -3.28, 3.46)  -0.0131
C (7.36, -4.70, 2.98)  -0.5585
O (6.94, -5.03, 1.88)  0.0075
N (7.88, -5.64, 3.82)  0.0044
C (8.42, -5.45, 5.15)  -0.0739
H (6.89, -2.65, 2.68)  0.0849
H (6.72, -3.19, 4.36)  0.0824
H (8.35, -2.93, 3.65)  0.0893
H (7.86, -6.58, 3.44)  0.1416
H (9.46, -5.80, 5.15)  0.0870
H (7.84, -6.06, 5.85)  0.0845
H (8.39, -4.41, 5.47)  0.0764
C (5.12, -6.96, -1.24)  0.0056
C (3.97, -6.31, -1.96)  -0.5254
O (3.28, -5.43, -1.43)  -0.0078
N (3.71, -6.71, -3.23)  0.0100
C (4.40, -7.71, -4.01)  -0.0680
H (5.21, -6.53, -0.24)  0.0634
H (4.95, -8.03, -1.14)  0.0921
H (6.06, -6.77, -1.78)  0.0956
H (2.92, -6.23, -3.65)  0.1425
H (4.78, -7.23, -4.92)  0.0884
H (3.68, -8.48, -4.29)  0.0875
H (5.23, -8.16, -3.47)  0.0778
C (-5.65, 12.96, -4.61)  -0.0158
C (-4.88, 11.78, -4.09)  -0.5575
O (-5.44, 10.72, -3.80)  0.0092
N (-3.54, 11.90, -3.93)  0.0083
C (-2.71, 13.06, -4.21)  -0.0774
H (-6.71, 12.71, -4.68)  0.0827
H (-5.54, 13.81, -3.93)  0.0841
H (-5.29, 13.23, -5.61)  0.0843
H (-3.09, 11.07, -3.57)  0.1249
H (-1.96, 12.77, -4.95)  0.0851
H (-2.21, 13.35, -3.28)  0.0813
H (-3.29, 13.90, -4.59)  0.0730

Calculated values
Net charge: +1
HOMO-LUMO gap, hartree: 0.2105
Electronic energy, eV: -87846.7491
HOMO level, eV: -10.03
Lowest unoccupied orbital energy, eV: -4.302


3.
The following is a quantum chemistry calculation of a 2-piece molecular cluster, CH4N3O2 overall at a distorted geometry, from OMol25.

Last column: Löwdin charge in e.
Geometry (Å):
C (-0.86, -0.14, -0.63)  -0.3562
N (-0.34, 1.08, -0.44)  -0.0014
N (0.07, -1.10, -0.47)  -0.0006
N (2.77, -0.23, -0.15)  -0.3587
O (3.97, -0.57, -0.38)  -0.1954
O (2.54, 1.01, 0.05)  -0.2242
H (0.65, 1.23, -0.22)  0.0322
H (-0.94, 1.87, -0.53)  0.0446
H (-0.16, -2.07, -0.60)  0.0459
H (1.07, -0.89, -0.28)  0.0138

Calculated values
Net charge: -1
HOMO-LUMO gap, hartree: 0.3132
Electronic energy, eV: -9665.4701
Energy above the lowest of the compared OMol25 structures with the same formula, charge and spin, eV: 1.4508
HOMO level, eV: -3.88
Lowest unoccupied orbital energy, eV: 4.647


4.
The following is a quantum chemistry calculation of one molecule with the formula C4H8O2, from OMol25.

Last column: Löwdin charge in e.
Geometry (Å):
C (1.70, 0.88, 0.41)  -0.0032
C (0.19, 0.74, 0.40)  -0.4239
O (-0.26, 0.62, -0.94)  -0.0863
C (-0.80, -0.68, -1.08)  -0.1699
C (-1.28, -0.96, 0.33)  -0.1645
O (-0.21, -0.42, 1.09)  -0.0733
H (2.20, 0.58, 1.35)  0.0885
H (2.00, 1.90, 0.12)  0.0845
H (2.03, 0.21, -0.39)  0.0859
H (-0.35, 1.60, 0.83)  0.1526
H (-1.57, -0.61, -1.85)  0.1261
H (-0.03, -1.42, -1.37)  0.1276
H (-1.39, -2.02, 0.58)  0.1277
H (-2.23, -0.43, 0.52)  0.1282

Calculated values
Net charge: 0
HOMO-LUMO gap, hartree: 0.4010
Structure (SMILES): CC1OCCO1
Electronic energy, eV: -8371.9804
Energy above the lowest of the compared OMol25 structures with the same formula, charge and spin, eV: 1.3013
HOMO level, eV: -9.81
Lowest unoccupied orbital energy, eV: 1.100


Question: Look up the net charge of the third one.
Answer: -1


Repeat the third record exactly.
The following is a quantum chemistry calculation of a 2-piece molecular cluster, CH4N3O2 overall at a distorted geometry, from OMol25.

Last column: Löwdin charge in e.
Geometry (Å):
C (-0.86, -0.14, -0.63)  -0.3562
N (-0.34, 1.08, -0.44)  -0.0014
N (0.07, -1.10, -0.47)  -0.0006
N (2.77, -0.23, -0.15)  -0.3587
O (3.97, -0.57, -0.38)  -0.1954
O (2.54, 1.01, 0.05)  -0.2242
H (0.65, 1.23, -0.22)  0.0322
H (-0.94, 1.87, -0.53)  0.0446
H (-0.16, -2.07, -0.60)  0.0459
H (1.07, -0.89, -0.28)  0.0138

Calculated values
Net charge: -1
HOMO-LUMO gap, hartree: 0.3132
Electronic energy, eV: -9665.4701
Energy above the lowest of the compared OMol25 structures with the same formula, charge and spin, eV: 1.4508
HOMO level, eV: -3.88
Lowest unoccupied orbital energy, eV: 4.647


Question: What is the formula in the third record?
Answer: CH4N3O2